Entry 1:
DFT (the ωB97M-V functional and the def2-TZVPD basis) results for C23H20LiO as an isolated structure in a non-equilibrium geometry.

XYZ file:
```
45
Properties=species:S:1:pos:R:3:forces:R:3
C -3.09727 4.33419 2.24532 -0.53 -1.03 -0.35
O -3.76087 3.12085 1.79175 0.18 1.61 0.22
C -3.07733 1.94852 1.88222 1.33 -1.85 0.60
C -3.72180 0.75172 1.45240 0.49 0.95 0.20
C -3.08176 -0.46723 1.57073 0.52 0.24 0.15
C -1.76850 -0.63636 2.13872 -0.34 0.88 0.00
C -1.28561 -1.97646 2.25568 1.33 -0.95 -0.49
C -0.00650 -2.51680 2.59556 -1.96 0.48 -0.30
C 0.23773 -3.93269 2.44792 0.60 -0.33 0.04
C 1.45289 -4.51223 2.84222 -0.23 0.12 -0.16
C 2.46367 -3.73004 3.39936 0.27 -0.41 0.33
C 2.25830 -2.34969 3.54057 -0.65 0.28 -0.42
C 1.06640 -1.75369 3.14189 1.00 0.02 0.22
C -1.13270 0.58634 2.53297 -0.14 -0.61 -0.34
C -1.76847 1.81868 2.41686 -1.41 0.70 -0.64
H -3.82197 5.12543 2.05780 0.07 -0.03 0.03
H -2.86829 4.29520 3.32187 -0.03 -0.11 -0.30
H -2.17880 4.53683 1.67324 -0.21 -0.16 0.13
H -4.71566 0.82593 1.00516 0.25 -0.05 0.14
H -3.57488 -1.34770 1.16182 0.02 0.08 0.23
H -2.01597 -2.71869 1.91304 0.19 0.09 0.03
H -0.44048 -4.52799 1.81945 0.05 0.17 0.09
H 1.63513 -5.58707 2.68193 -0.16 0.52 0.04
H 3.40126 -4.18050 3.73119 -0.28 0.09 -0.14
H 3.06383 -1.72237 3.93032 -0.24 -0.16 -0.04
H 0.97488 -0.67193 3.19608 0.11 -0.51 0.15
H -0.10142 0.61771 2.88036 -0.50 -0.08 0.01
H -1.26265 2.73789 2.71948 0.08 -0.42 0.01
C -4.30042 -2.59027 6.16450 0.58 -0.81 -0.77
Li -1.42375 -4.92444 3.74882 0.15 0.73 0.50
C -3.72214 -1.58337 5.32930 0.78 -0.75 1.25
C -2.34652 -1.88488 5.18073 0.40 0.10 -0.06
C -2.08415 -3.17804 5.74728 -0.08 1.04 -0.82
C -3.33450 -3.64663 6.29209 -0.93 0.66 0.17
C -3.41736 -4.97482 6.73723 -0.13 0.15 0.34
C -2.30869 -5.80335 6.65410 -0.73 -0.59 -0.15
C -1.09528 -5.36329 6.06924 0.40 0.46 0.49
C -0.94108 -4.01105 5.73803 -0.15 0.05 0.04
H -5.28287 -2.62018 6.62129 -0.10 0.01 -0.40
H -4.25307 -0.73178 4.89639 0.34 -0.14 0.34
H -1.56313 -1.26376 4.72504 -0.69 -0.35 0.10
H -4.38569 -5.31492 7.12821 0.51 -0.13 0.03
H -2.37479 -6.81396 7.06998 0.03 0.21 -0.36
H -0.25333 -6.05102 6.03571 0.07 0.19 0.15
H 0.03454 -3.56966 5.50353 -0.27 -0.37 -0.29
```
Forces are in eV/Å.

## Properties
HOMO level ... -2.247 eV
Charge ... -1
Spin multiplicity ... 1
LUMO level ... 0.07120 hartree
HOMO-LUMO gap ... 4.18 eV
Molar mass ... 319.35 g/mol

natural (NBO) atomic charge list, values in e, 4 entries: number 1, C, carries -0.253; number 2, O, carries -0.513; number 3, C, carries 0.233; number 4, C, carries -0.262

Entry 2:
DFT (the ωB97M-V functional and the def2-TZVPD basis) results for a single C23H20N2O4S molecule.

XYZ file:
```
50
Properties=species:S:1:pos:R:3:forces:R:3
C 2.41446 -1.81447 2.29548 -0.28 0.30 0.09
C 1.94258 -0.46617 2.83156 0.41 -0.16 -0.06
O 0.53989 -0.40518 3.01560 -0.27 0.02 0.09
C -0.27813 -0.28050 1.94237 -0.20 0.02 -0.20
C -1.64850 -0.33661 2.21196 0.13 -0.04 0.05
C -2.56545 -0.20498 1.19345 0.02 -0.03 0.08
C -2.14385 -0.00937 -0.11283 0.18 0.03 -0.16
C -0.78935 0.05333 -0.38798 -0.31 -0.11 0.13
C -0.28431 0.28718 -1.79448 -0.07 -0.15 0.05
C 0.80593 -0.69326 -2.16677 0.83 0.45 -0.25
C 0.72225 -2.14234 -1.96088 0.20 -0.15 0.03
O 1.71655 -2.81764 -1.76399 -0.03 0.15 -0.03
C -0.60488 -2.76874 -1.92092 -0.57 -0.40 -0.13
C -0.87988 -3.94953 -1.28012 0.23 0.37 -0.08
C -2.21355 -4.36644 -1.42801 -0.19 -0.01 -0.06
C -2.93936 -3.51515 -2.20217 0.15 0.34 -0.16
S -2.01284 -2.18153 -2.74544 0.14 -0.55 0.18
C 1.92327 0.00529 -2.47751 -0.52 -0.37 -0.02
O 3.12652 -0.39303 -2.86368 0.00 0.05 0.07
C 1.65117 1.46199 -2.33605 0.07 0.14 -0.11
O 2.46656 2.34474 -2.53666 0.17 0.04 0.00
N 0.37133 1.57415 -1.93656 -0.05 -0.07 -0.14
C -0.25920 2.82036 -1.56841 0.08 0.20 0.07
C -0.27440 2.99986 -0.07194 0.01 0.23 0.20
C 0.91888 3.06614 0.63982 -0.19 0.10 0.03
C 0.87464 3.16346 2.01940 -0.01 0.00 -0.11
C -0.36770 3.19024 2.63616 0.26 0.04 0.13
N -1.50678 3.15318 1.96845 -0.45 0.03 0.34
C -1.45842 3.06185 0.65270 0.25 0.07 -0.37
C 0.14135 -0.08708 0.63318 0.07 -0.09 0.19
H 3.50025 -1.83325 2.26430 0.13 -0.02 -0.03
H 2.06678 -2.61049 2.94919 0.00 -0.09 0.06
H 2.03480 -2.00222 1.29399 0.02 -0.05 -0.10
H 2.34786 -0.30482 3.83454 -0.01 0.05 -0.17
H 2.28240 0.35416 2.18732 -0.05 -0.01 0.08
H -1.96216 -0.48010 3.23312 -0.05 -0.02 0.14
H -3.62050 -0.24935 1.41522 -0.11 0.00 0.05
H -2.86550 0.09550 -0.90899 -0.07 0.01 -0.10
H -1.12734 0.24297 -2.49640 0.09 0.07 0.11
H -0.13333 -4.48002 -0.71749 0.18 -0.06 0.07
H -2.61530 -5.26085 -0.98742 -0.10 -0.14 0.06
H -3.96892 -3.59093 -2.49160 -0.22 -0.06 -0.04
H 3.66324 0.40555 -3.02249 -0.16 -0.02 0.06
H -1.27784 2.83979 -1.96585 0.08 0.05 -0.02
H 0.33097 3.61544 -2.03581 -0.17 -0.09 -0.02
H 1.86239 3.03921 0.11278 0.12 -0.02 -0.06
H 1.78057 3.21647 2.60351 0.07 0.01 0.07
H -0.45849 3.24990 3.71228 0.09 0.01 0.11
H -2.41771 3.03518 0.15141 -0.06 -0.05 -0.16
H 1.18904 -0.03189 0.38265 0.16 -0.02 0.03
```
Forces are in eV/Å.

## Properties
HOMO level ... -8.551 eV
Charge ... 0
Spin multiplicity ... 1
LUMO level ... -0.01176 hartree
Relative energy (zero: lowest compared OMol25 entry of this formula, charge and spin) ... 55.1 kcal per mole
HOMO-LUMO gap ... 8.23 eV
Molar mass ... 420.49 g/mol
SMILES ... CCOc1cccc([C@@H]2C(C(=O)c3cccs3)=C(O)C(=O)N2Cc2cccnc2)c1

natural (NBO) atomic charge list, values in e, 4 entries: number 1, C, carries -0.640; number 2, C, carries -0.062; number 3, O, carries -0.493; number 4, C, carries 0.323

Entry 3:
DFT (the ωB97M-V functional and the def2-TZVPD basis) results for C23H20N3O6RuSSi as an isolated structure in a non-equilibrium geometry.

XYZ file:
```
55
Properties=species:S:1:pos:R:3:forces:R:3
Ru 0.65941 -0.21147 1.17833 4.22 -2.27 -5.99
O 1.63980 3.26030 2.47934 -0.84 -2.61 -1.09
C 1.27273 2.07665 2.14498 1.61 2.85 2.91
O 1.42943 1.55801 0.94088 2.90 3.03 1.91
C 0.59369 1.23681 3.30223 1.73 3.07 -0.69
C 0.28814 1.45828 4.61117 -0.73 -0.70 1.56
C -0.35020 0.38223 5.32220 0.56 1.50 -0.12
C -0.66537 -0.88168 4.70968 -0.57 -1.02 0.33
C -0.33143 -1.03387 3.39709 -0.59 -0.62 0.81
N 0.23684 0.04080 2.91787 -1.21 -2.38 -0.63
C -0.47289 -2.20130 2.33265 -1.61 -4.04 2.14
O -1.02823 -3.27031 2.77653 1.40 3.03 -1.34
O -0.03981 -2.04586 1.09463 -0.80 -2.97 5.61
H 0.52054 2.40362 5.08044 -0.02 0.02 0.16
H -0.60548 0.53023 6.36740 0.05 0.03 -0.11
H -1.14509 -1.68328 5.25337 -0.01 0.04 0.10
C -2.33519 0.50159 -3.85186 -0.04 -0.14 -0.06
Si -3.42816 0.62990 -2.32721 0.72 0.03 0.70
C -4.28265 -1.00002 -1.94147 0.03 -0.07 -0.12
C -4.82998 1.84518 -2.80100 0.41 -0.18 0.29
C -2.45633 1.31189 -0.80047 -1.11 1.56 -0.07
C -2.90182 2.55375 -0.27848 0.38 -0.67 -0.18
C -2.29271 3.16026 0.81918 -0.31 0.01 -0.40
C -1.22466 2.52702 1.41022 0.08 -0.68 -0.21
N -0.73849 1.35521 0.98475 -5.64 -0.07 -3.11
C -1.35506 0.71939 -0.14355 -0.01 -1.33 0.02
S -0.72683 -0.94054 -0.80787 -3.25 5.52 -0.04
H -2.94576 0.30181 -4.73791 -0.06 0.05 -0.04
H -1.60521 -0.30649 -3.76325 0.00 0.13 0.15
H -1.79468 1.43846 -4.01649 -0.01 -0.06 0.04
H -4.97503 -1.26278 -2.74722 -0.06 0.03 -0.02
H -4.85633 -0.92225 -1.01312 0.06 -0.01 -0.04
H -3.56830 -1.82015 -1.83753 0.02 0.15 0.10
H -5.37622 1.45470 -3.66477 0.05 -0.01 0.04
H -4.41469 2.82183 -3.06496 -0.11 0.01 0.02
H -5.53113 1.96098 -1.96977 -0.01 0.09 -0.08
H -3.74239 3.07895 -0.72254 -0.03 -0.14 -0.12
H -2.65053 4.10834 1.19963 0.04 0.00 0.03
H -0.71380 2.95253 2.26545 -0.24 0.11 -0.07
O 4.03098 -0.79247 1.50251 0.05 0.01 -0.49
C 3.53743 -1.04705 0.41199 1.52 0.63 2.45
N 2.26226 -0.91866 0.00860 -0.68 0.34 -0.51
C 2.18845 -1.32033 -1.27137 -1.59 -0.20 -1.65
O 1.21480 -1.36308 -2.01162 1.65 -0.63 -0.84
C 3.50211 -1.73909 -1.73575 1.43 -0.52 -0.74
C 3.93670 -2.22405 -2.95366 0.31 -0.06 0.02
C 5.29518 -2.53858 -3.07020 0.06 0.14 0.44
C 6.17045 -2.36122 -1.97790 -0.44 0.03 -0.17
C 5.69679 -1.86747 -0.75737 0.07 -0.12 -0.28
C 4.35118 -1.56699 -0.67626 1.03 -0.59 -1.05
H 3.23841 -2.34835 -3.77249 0.04 -0.01 -0.01
H 5.67823 -2.92299 -4.01139 0.02 0.03 0.10
H 7.22276 -2.61003 -2.08413 -0.10 0.01 -0.04
H 6.34193 -1.71957 0.10016 0.01 -0.01 -0.04
H 2.07623 -0.74883 2.20027 -0.33 -0.31 0.40
```
Forces are in eV/Å.

## Properties
HOMO level (alpha / beta) ... 0.977 / -0.943 eV
Charge ... -2
Spin multiplicity ... 6
LUMO level (alpha / beta) ... 0.16896 / 0.16880 hartree
HOMO-LUMO gap (alpha / beta) ... 3.62 / 5.54 eV
Molar mass ... 595.65 g/mol
<S²> ... 8.7831

natural (NBO) atomic charge list, values in e, 4 entries: number 1, Ru, carries 1.149; number 2, O, carries -0.724; number 3, C, carries 0.744; number 4, O, carries -0.680